A molecular structure, C16H36N8Ti, computed with ωB97M-V with the def2-TZVPD basis set.

Structure (XYZ):
```
61
C16H36N8Ti ωB97M-V with the def2-TZVPD basis set
Ti -0.752 -0.242 -0.387
C -3.822 -0.596 -0.911
C -3.741 -0.574 0.605
N -2.331 -0.406 1.124
C -1.929 -1.560 1.988
C -1.550 -2.722 1.099
N -0.391 -2.315 0.242
C -0.064 -3.384 -0.769
C -0.637 -3.123 -2.152
C 0.121 -2.065 -2.936
N -0.132 -0.655 -2.468
C -1.100 0.047 -3.370
C -1.442 1.388 -2.764
N -2.072 1.157 -1.426
C -3.520 0.740 -1.565
H -4.836 -0.887 -1.192
H -3.172 -1.384 -1.322
H -4.149 -1.497 1.015
H -4.351 0.240 0.999
H -2.332 0.419 1.718
H -2.737 -1.828 2.669
H -1.073 -1.253 2.593
H -2.378 -3.008 0.448
H -1.289 -3.600 1.692
H 0.408 -2.271 0.872
H -0.426 -4.336 -0.380
H 1.022 -3.462 -0.833
H -1.708 -2.896 -2.106
H -0.569 -4.056 -2.715
H -0.137 -2.119 -3.994
H 1.193 -2.256 -2.864
H 0.748 -0.157 -2.583
H -1.989 -0.579 -3.474
H -0.670 0.165 -4.365
H -2.110 1.958 -3.410
H -0.536 1.983 -2.623
H -2.072 2.053 -0.943
H -3.762 0.700 -2.626
H -4.146 1.520 -1.131
C 3.071 0.906 4.206
N 0.384 0.811 0.299
C 4.632 0.801 0.142
N 4.098 1.623 0.947
C 4.410 1.618 2.374
N 3.160 1.595 3.143
C 2.155 2.657 2.702
N 1.941 2.609 1.301
C 0.663 2.195 0.684
C 3.137 2.743 0.556
H 3.869 0.233 4.507
H 2.184 0.994 4.826
H 4.423 0.881 -0.920
H 5.321 0.033 0.484
H 4.926 2.554 2.609
H 5.044 0.773 2.635
H 2.639 3.595 2.998
H 1.242 2.528 3.276
H 0.578 2.815 -0.213
H -0.101 2.528 1.390
H 3.679 3.658 0.816
H 2.977 2.707 -0.518
```

Output
Energy above the lowest of the compared OMol25 structures with the same formula, charge and spin ... 0.071 eV
HOMO energy ... -21.62 eV
Gap between HOMO and LUMO ... 8.89 eV
Net charge ... +4
Max |F| ... 0.72 eV/Å